{"formula": "C23H22IN4O10STeY", "method": "wB97M-V/def2-TZVPD", "symbols": ["Y", "O", "C", "O", "C", "C", "C", "C", "C", "O", "C", "C", "O", "O", "H", "H", "H", "H", "H", "H", "H", "H", "O", "C", "C", "C", "C", "C", "C", "C", "N", "C", "C", "N", "H", "H", "H", "H", "H", "H", "H", "N", "C", "O", "C", "I", "H", "H", "H", "H", "O", "N", "O", "O", "Te", "C", "C", "C", "C", "S", "H", "H", "H"], "positions_angstrom": [[2.2781, 0.1022, -0.3287], [1.7748, -4.2320, 0.3380], [1.4923, -3.0446, 0.4691], [1.8161, -2.1207, -0.3632], [0.6360, -2.5721, 1.6431], [-0.4223, -1.5761, 1.1375], [-1.5073, -1.3598, 2.1972], [-0.7748, -0.4532, 3.2168], [0.6168, -0.3683, 2.5946], [0.3032, -0.3278, 1.1848], [1.3729, -1.6989, 2.7224], [2.8838, -1.4605, 2.5285], [3.6655, -2.0058, 3.3004], [3.1906, -0.6404, 1.5912], [0.1859, -3.4530, 2.0982], [-0.7862, -1.7495, 0.1265], [-2.3711, -0.8561, 1.7657], [-1.8418, -2.3076, 2.6198], [-1.2218, 0.5413, 3.2570], [-0.7448, -0.8679, 4.2251], [1.2001, 0.5088, 2.8553], [1.2451, -2.1409, 3.7098], [1.8343, 2.0139, 0.7528], [0.7482, 2.5422, 1.2079], [0.7387, 3.1949, 2.4655], [-0.4188, 3.6967, 3.0219], [-1.6365, 3.5910, 2.3503], [-1.6491, 2.9943, 1.1006], [-0.4923, 2.4904, 0.5083], [-0.5510, 1.9470, -0.8494], [0.3114, 1.1353, -1.4434], [-0.1300, 0.9706, -2.7387], [-1.2693, 1.6773, -2.9288], [-1.5240, 2.2938, -1.7289], [1.6853, 3.2552, 2.9896], [-0.3802, 4.1665, 3.9992], [-2.5528, 3.9598, 2.7933], [-2.5960, 2.8905, 0.5805], [0.4128, 0.3589, -3.4339], [-1.9324, 1.7607, -3.7694], [-2.3570, 2.8116, -1.5095], [0.8944, -2.5962, -3.1789], [2.0497, -2.0522, -2.7845], [2.1958, -0.8339, -2.6324], [3.2108, -2.9900, -2.5520], [3.8884, -3.8662, -4.3941], [0.0324, -2.0605, -3.1190], [0.7941, -3.5964, -3.1353], [2.9327, -3.8041, -1.8886], [4.0458, -2.4259, -2.1530], [3.5543, 1.6430, -1.7467], [4.5974, 0.9334, -1.7925], [5.5434, 1.2191, -2.4972], [4.6020, -0.0961, -1.0525], [-2.9599, -2.2444, -2.7064], [-3.9112, -0.4837, -2.0596], [-3.8730, 0.1254, -0.8312], [-4.6484, 1.3157, -0.7431], [-5.2831, 1.6214, -1.9112], [-4.9142, 0.4461, -3.1135], [-3.2920, -0.2767, -0.0137], [-4.7427, 1.9081, 0.1588], [-5.9494, 2.4466, -2.1106]], "forces_ev_per_angstrom": [[0.0658, 0.0137, 0.1898], [-0.0147, 0.0074, -0.0045], [0.0202, -0.0162, 0.0023], [0.0108, -0.0257, 0.0210], [0.0000, -0.0082, -0.0057], [-0.0070, 0.0101, 0.0066], [0.0046, -0.0026, 0.0028], [0.0042, 0.0004, -0.0037], [0.0052, -0.0050, 0.0023], [-0.0442, 0.0031, -0.0205], [0.0018, 0.0074, 0.0038], [-0.0052, -0.0161, -0.0165], [-0.0013, -0.0086, -0.0143], [-0.0136, 0.0585, -0.0260], [-0.0033, 0.0032, 0.0034], [0.0093, -0.0178, -0.0068], [0.0094, -0.0130, 0.0321], [-0.0053, 0.0051, -0.0032], [-0.0019, 0.0007, 0.0045], [-0.0001, -0.0021, 0.0013], [0.0000, 0.0015, 0.0012], [0.0021, 0.0029, 0.0014], [-0.0319, 0.0074, -0.0201], [-0.0080, -0.0200, -0.0117], [-0.0030, -0.0016, 0.0088], [0.0027, -0.0024, -0.0043], [-0.0075, 0.0024, -0.0019], [0.0134, -0.0011, 0.0081], [-0.0107, 0.0115, -0.0035], [-0.0111, -0.0091, 0.0156], [-0.0215, 0.0069, -0.0264], [0.0146, 0.0201, -0.0220], [-0.0770, -0.0649, 0.0443], [-0.0037, 0.0525, -0.0129], [0.0008, -0.0015, -0.0029], [0.0012, -0.0014, -0.0008], [0.0009, -0.0006, -0.0008], [0.0043, 0.0038, 0.0037], [0.0067, -0.0001, 0.0004], [-0.0379, -0.0171, -0.0192], [0.0267, -0.0029, 0.0099], [0.0298, -0.0102, 0.0391], [-0.0290, 0.0250, -0.0119], [0.0059, -0.0127, -0.0751], [-0.0024, 0.0016, -0.0152], [0.0033, -0.0014, -0.0021], [-0.0032, 0.0193, -0.0016], [-0.0086, -0.0022, 0.0050], [0.0056, -0.0026, -0.0052], [0.0037, -0.0039, 0.0033], [0.0051, -0.0067, -0.0112], [0.0144, -0.0279, -0.0104], [-0.0022, 0.0039, 0.0027], [-0.0053, -0.0056, -0.0127], [-0.0026, -0.0107, -0.0261], [0.0702, 0.0684, 0.0159], [0.0020, -0.0171, -0.0084], [-0.0564, -0.0286, 0.0015], [0.0737, 0.0293, -0.0163], [-0.0026, -0.0148, 0.0100], [-0.0011, 0.0151, -0.0209], [-0.0147, -0.0076, 0.0082], [0.0184, 0.0086, -0.0041]], "nbo_charge": [2.10, -0.69, 0.83, -0.88, -0.34, 0.08, -0.43, -0.42, 0.09, -0.57, -0.34, 0.81, -0.68, -0.85, 0.22, 0.25, 0.21, 0.20, 0.22, 0.20, 0.24, 0.22, -0.83, 0.40, -0.30, -0.20, -0.31, -0.19, -0.14, 0.38, -0.57, -0.07, -0.09, -0.51, 0.21, 0.19, 0.20, 0.19, 0.23, 0.22, 0.42, -0.80, 0.73, -0.71, -0.58, 0.02, 0.44, 0.40, 0.28, 0.27, -0.53, 0.73, -0.44, -0.55, -0.46, -0.43, -0.35, -0.28, -0.49, 0.40, 0.22, 0.21, 0.22], "total_energy_ha": -2863.64807, "de_lowest_kj_mol": 0.6, "lumo_energy_ev": 3.650, "total_charge": -2, "orbital_gap_ev": 5.50}